C92H210N12O20 | ωB97M-V/def2-TZVPD

Each line ends with the Löwdin charge.
Cartesian coordinates (Å):
O: 2.61 1.15 6.61  -0.054
O: 0.17 2.98 5.95  -0.064
O: -3.33 3.74 -1.61  -0.002
O: 0.67 -1.75 -1.97  -0.209
O: -0.83 -6.08 1.66  -0.028
O: 10.97 -1.72 -6.53  -0.184
O: -1.56 0.22 -8.00  -0.205
O: 1.62 -4.73 -10.85  -0.197
O: -6.69 3.23 7.45  0.004
O: 3.05 -5.41 -4.60  -0.189
O: -1.61 -0.08 8.63  -0.211
O: 2.64 4.01 -6.29  0.004
O: -3.03 0.68 -1.50  -0.037
O: 1.51 3.58 3.67  -0.018
O: -0.74 -0.61 3.12  -0.181
O: 3.45 -4.35 1.62  -0.212
O: -3.57 -3.26 -6.38  -0.205
O: 5.92 -0.25 -2.80  -0.202
O: 2.87 2.35 11.69  -0.192
O: -1.95 -3.33 5.18  -0.184
N: 7.89 -1.50 -4.49  -0.053
N: 2.85 3.41 3.83  -0.123
N: 3.07 -4.29 -7.45  -0.062
N: 0.22 -3.93 3.22  -0.077
N: 2.82 4.07 -4.96  -0.138
N: -6.74 2.69 6.24  -0.176
N: -4.13 0.27 -2.38  -0.070
N: -2.45 4.47 -0.75  -0.093
N: 0.08 1.32 10.70  -0.088
N: -1.44 -1.47 0.02  -0.041
N: -1.11 -2.40 -7.65  -0.034
N: -1.68 -5.58 0.68  -0.110
C: -1.48 -0.46 10.02  -0.178
C: -4.91 -0.51 -4.66  -0.117
C: 0.56 -4.25 -11.68  -0.096
C: -2.13 1.05 -9.04  -0.094
C: 4.03 -4.56 -5.17  -0.246
C: -1.09 -5.58 -0.72  -0.383
C: 4.79 -0.61 -1.97  -0.065
C: -3.98 -5.34 -0.21  -0.124
C: -0.98 5.02 -2.69  -0.015
C: 3.39 2.83 1.40  -0.028
C: -9.23 2.51 6.13  -0.051
C: 1.77 1.79 7.50  -0.242
C: 4.45 5.98 -5.09  -0.037
C: -1.89 5.42 1.42  -0.186
C: -3.06 -6.08 0.83  -0.468
C: -4.67 3.84 5.48  -0.022
C: 10.22 -1.78 -5.33  -0.222
C: -0.18 -0.68 0.02  -0.154
C: -5.44 2.50 5.55  -0.437
C: -6.43 -0.59 -2.73  -0.122
C: 2.98 -5.17 -3.16  -0.074
C: 2.44 1.71 -4.63  -0.016
C: 4.97 2.14 3.32  -0.118
C: 3.39 2.90 -4.40  -0.485
C: 0.51 2.42 11.56  -0.203
C: -1.10 4.43 -1.23  -0.461
C: -7.94 3.10 5.50  -0.478
C: -2.76 4.39 0.66  -0.464
C: 8.82 -1.21 -5.63  -0.184
C: -5.30 -0.28 -1.70  -0.492
C: -0.85 0.47 3.94  -0.125
C: 4.16 -4.99 -6.65  -0.178
C: 0.02 -1.47 -7.49  -0.197
C: -0.27 -0.31 -8.40  -0.216
C: -2.12 -4.87 -1.70  -0.156
C: -2.89 0.96 -4.37  -0.023
C: 2.92 -4.97 -8.77  -0.172
C: 1.88 -4.11 -9.61  -0.212
C: -4.17 5.05 0.89  -0.024
C: 3.14 5.45 -4.55  -0.504
C: -3.61 -5.62 2.23  -0.030
C: 3.45 2.38 2.89  -0.417
C: -0.44 5.34 1.22  -0.181
C: -2.76 -1.42 -3.57  -0.009
C: -3.54 -5.35 -1.71  -0.169
C: 0.17 -4.60 -0.68  -0.008
C: 12.26 -2.21 -6.36  -0.137
C: 1.22 -1.72 -3.29  -0.075
C: -6.62 2.78 3.24  -0.147
C: 3.56 4.64 4.11  -0.470
C: -1.97 -2.01 1.34  -0.139
C: -1.28 -4.59 5.02  -0.182
C: 3.41 5.63 2.89  -0.025
C: -8.10 4.64 5.55  -0.039
C: -2.47 -4.09 -6.79  -0.238
C: -3.67 -0.17 -3.71  -0.458
C: 0.50 -0.52 -1.37  -0.201
C: -0.38 3.09 -1.13  -0.021
C: 5.77 3.45 3.51  -0.169
C: 2.80 0.98 3.02  -0.034
C: -4.75 -4.14 -6.33  -0.063
C: 0.34 1.99 6.93  -0.215
C: -5.01 -1.51 -0.83  -0.015
C: -5.83 0.88 -0.85  -0.038
C: -7.99 2.64 4.01  -0.123
C: 1.55 -3.58 2.85  -0.204
C: 2.64 -4.69 2.78  -0.189
C: -1.29 0.82 10.93  -0.172
C: 5.05 4.41 4.47  -0.134
C: -1.12 -3.49 -6.68  -0.214
C: 4.65 -5.16 1.48  -0.080
C: 2.01 6.42 -5.03  -0.021
C: -1.97 -0.85 2.35  -0.167
C: -4.66 1.36 6.34  -0.027
C: 3.17 5.55 -3.06  -0.129
C: -2.68 2.95 1.27  -0.001
C: -0.20 5.44 -0.34  -0.094
C: -0.71 -6.98 -1.33  -0.014
C: 7.09 -0.77 -2.31  -0.278
C: 3.45 3.08 -2.85  -0.151
C: 4.02 2.56 10.95  -0.113
C: 1.81 3.17 11.26  -0.224
C: -5.57 1.88 4.08  -0.094
C: -1.72 -1.19 7.67  -0.082
C: -3.21 -3.35 5.72  -0.151
C: 3.97 4.37 -2.39  -0.162
C: 4.80 2.54 -4.93  -0.013
C: -5.94 -1.34 -3.95  -0.194
C: -3.21 -7.62 0.63  -0.021
C: 0.19 -4.43 4.57  -0.173
C: 8.18 -0.60 -3.36  -0.206
C: 2.97 5.39 5.36  -0.025
H: 12.68 -2.54 -7.30  0.090
H: -9.15 1.46 6.43  0.082
H: 7.12 -1.84 -2.08  0.123
H: 5.01 1.48 -4.81  0.068
H: -0.51 6.45 -0.61  0.104
H: -4.41 -2.26 -1.35  0.065
H: -1.35 1.28 3.41  0.084
H: 0.36 2.93 -1.91  0.064
H: 4.62 -1.68 -2.05  0.088
H: -0.59 3.52 6.18  0.109
H: 5.62 5.34 4.51  0.120
H: -3.37 -2.28 -3.31  0.064
H: 2.22 -4.48 -6.94  0.077
H: 5.85 3.98 2.56  0.095
H: -4.18 6.01 0.38  0.089
H: -3.70 3.63 5.04  0.072
H: 0.22 -1.09 -6.49  0.105
H: -0.27 -0.58 -9.46  0.113
H: 8.12 0.47 -3.56  0.116
H: 1.51 1.89 -4.10  0.077
H: -0.33 -7.63 -0.55  0.080
H: -2.30 -1.57 -4.55  0.071
H: 3.31 1.98 0.72  0.074
H: -1.82 -5.35 4.47  0.102
H: -9.41 3.07 7.05  0.072
H: 1.70 4.20 -6.36  0.110
H: 1.92 5.71 5.33  0.076
H: -3.11 2.81 -1.51  0.038
H: 5.01 -4.62 -4.69  0.114
H: -5.25 1.08 0.06  0.064
H: -5.25 0.38 -5.19  0.121
H: 0.82 0.73 10.37  0.101
H: 0.53 2.01 12.57  0.114
H: -4.90 -4.67 -7.28  0.084
H: 1.89 4.16 11.72  0.128
H: -5.92 -1.93 -0.40  0.095
H: 5.45 1.55 2.54  0.109
H: -3.23 2.96 2.21  0.061
H: -0.94 -1.94 7.70  0.090
H: -6.73 2.30 2.26  0.089
H: -2.02 0.61 -10.04  0.080
H: -6.86 0.68 -0.56  0.081
H: -4.37 -1.25 0.00  0.056
H: 1.96 -2.78 3.46  0.121
H: -4.36 1.66 7.35  0.070
H: -4.57 4.24 6.49  0.078
H: -6.78 -1.46 -4.63  0.111
H: 3.60 6.52 -2.78  0.119
H: -0.37 -3.11 3.18  0.079
H: -4.68 -5.82 2.26  0.083
H: 2.68 1.66 5.80  0.049
H: -6.31 3.80 3.05  0.082
H: 0.59 -4.38 -1.66  0.061
H: -2.40 -4.97 -6.16  0.119
H: 2.48 2.87 -2.39  0.099
H: -1.41 0.61 11.99  0.106
H: 12.85 -1.45 -5.85  0.086
H: -7.44 5.15 4.85  0.072
H: 0.00 4.97 -3.15  0.044
H: 1.75 3.28 10.18  0.106
H: 0.97 -4.91 -0.01  0.074
H: -1.55 0.18 4.74  0.067
H: 4.99 -0.28 -0.95  0.086
H: -2.75 -4.31 -7.82  0.126
H: -10.17 2.72 5.61  0.082
H: -4.80 4.33 0.37  0.072
H: -2.62 -1.79 7.80  0.064
H: -1.84 0.83 -4.10  0.069
H: -4.43 -1.09 -5.45  0.095
H: 2.04 7.46 -4.71  0.091
H: -1.73 -4.88 -2.71  0.118
H: 1.76 1.44 8.53  0.096
H: -2.19 -3.81 -1.46  0.091
H: -3.20 1.12 -8.84  0.083
H: -0.01 1.03 6.56  0.095
H: 4.48 -6.19 1.17  0.082
H: 2.83 -4.11 -2.95  0.064
H: 0.87 5.40 -0.52  0.100
H: -4.20 -4.63 -2.19  0.095
H: 0.99 -1.87 -7.78  0.104
H: -3.46 -4.56 2.43  0.070
H: 8.47 -1.70 -6.54  0.112
H: -1.18 -5.11 5.97  0.116
H: -4.61 -4.90 -5.57  0.078
H: 3.99 4.30 -1.30  0.104
H: 2.51 -5.92 -8.44  0.107
H: -5.65 -3.61 -6.02  0.075
H: 12.35 -3.07 -5.69  0.081
H: -3.03 -0.08 -0.92  0.040
H: -1.79 -0.68 6.70  0.061
H: 3.85 -5.18 -9.30  0.117
H: 0.74 -3.84 5.30  0.130
H: 4.26 3.45 1.18  0.057
H: -3.54 -6.31 -2.22  0.103
H: 3.23 0.19 2.40  0.086
H: -7.89 5.12 6.51  0.078
H: 2.25 -5.85 -2.73  0.078
H: -4.47 5.11 1.94  0.070
H: -1.14 2.33 -1.28  0.060
H: 2.94 0.78 -4.36  0.064
H: 1.78 1.05 2.65  0.067
H: -2.03 1.57 10.67  0.111
H: 7.25 -0.15 -1.43  0.124
H: 5.22 -4.62 0.72  0.080
H: 1.04 6.03 -4.71  0.064
H: 5.30 5.35 -4.83  0.071
H: -2.75 -1.03 3.08  0.115
H: -2.21 5.52 2.45  0.121
H: -0.11 4.35 1.54  0.086
H: -0.25 2.31 7.78  0.117
H: 10.67 -1.26 -4.48  0.113
H: -5.05 -5.54 -0.18  0.115
H: -2.23 6.38 1.05  0.115
H: 2.18 2.80 7.52  0.107
H: -1.64 -7.41 -1.71  0.053
H: -0.27 -4.15 -6.82  0.112
H: -0.51 -0.96 10.07  0.111
H: -2.85 0.90 -5.45  0.073
H: 2.53 3.47 1.22  0.070
H: 0.62 -4.74 -12.65  0.086
H: 4.09 3.60 10.62  0.090
H: 3.96 -5.38 -2.74  0.083
H: -0.51 0.26 0.47  0.099
H: 1.13 -2.76 -3.63  0.079
H: -5.56 -2.35 -3.78  0.102
H: 2.24 -1.37 -3.41  0.065
H: 4.15 -6.08 -6.75  0.110
H: 2.21 -5.66 2.52  0.115
H: -0.91 -3.10 -5.68  0.102
H: 6.77 3.21 3.87  0.106
H: 1.10 3.23 4.47  0.045
H: -4.65 1.87 3.49  0.085
H: 4.54 5.90 -6.17  0.083
H: -2.02 -1.22 -2.79  0.063
H: -6.09 0.92 4.11  0.108
H: -3.89 -3.74 4.97  0.082
H: 0.50 -5.47 4.50  0.128
H: 4.86 2.09 11.46  0.097
H: -1.99 -1.91 -7.60  0.095
H: 0.51 -3.17 -11.75  0.079
H: 1.98 6.44 -6.12  0.078
H: -2.92 -2.48 1.09  0.089
H: -0.42 -4.51 -11.26  0.077
H: 2.34 5.68 2.75  0.060
H: -3.27 -3.98 6.60  0.096
H: 4.21 2.43 -2.41  0.114
H: 0.06 2.91 -0.15  0.072
H: -8.30 1.59 3.96  0.110
H: -1.52 4.43 -3.42  0.075
H: 3.75 6.65 3.05  0.078
H: 2.77 0.60 4.04  0.069
H: 0.60 -1.05 -3.89  0.075
H: 4.77 2.55 -6.02  0.081
H: -5.91 1.83 -1.39  0.092
H: 5.63 3.19 -4.64  0.075
H: -0.28 3.17 11.45  0.115
H: -1.40 -2.87 1.70  0.081
H: 2.21 5.68 -2.57  0.095
H: 1.43 -3.21 1.83  0.106
H: 2.40 -3.16 -9.76  0.114
H: -3.19 2.25 0.61  0.056
H: -1.13 -2.29 -0.48  0.041
H: 6.94 -1.50 -4.84  0.099
H: 0.09 0.76 4.40  0.076
H: 0.12 6.10 1.77  0.110
H: 5.20 -5.15 2.42  0.080
H: -1.30 6.06 -2.60  0.085
H: -3.27 -7.92 -0.42  0.066
H: 5.06 1.47 4.18  0.109
H: -7.09 0.26 -2.90  0.122
H: 8.73 -0.17 -5.97  0.113
H: -9.15 4.88 5.43  0.080
H: 3.91 -0.06 -2.31  0.056
H: 3.06 -4.83 3.77  0.117
H: 5.17 -4.76 -6.99  0.108
H: 3.50 6.34 5.44  0.078
H: -0.11 0.05 -2.07  0.102
H: 0.46 -1.08 0.81  0.105
H: 10.01 -2.84 -5.13  0.126
H: -3.76 1.16 5.75  0.061
H: -2.51 -8.18 1.25  0.084
H: 3.09 4.81 6.27  0.067
H: -5.23 0.44 6.45  0.081
H: 3.81 5.40 1.90  0.061
H: -0.02 -6.92 -2.18  0.070
H: -0.10 -3.66 -0.20  0.045
H: -1.77 2.07 -9.10  0.081
H: 4.96 4.55 -2.80  0.104
H: -0.53 -5.24 2.02  0.036
H: -1.68 2.55 1.44  0.061
H: 9.19 -0.83 -3.01  0.111
H: -5.14 4.63 4.90  0.069
H: -3.22 1.98 -4.13  0.087
H: -3.12 -6.26 2.95  0.068
H: 5.05 3.91 5.44  0.111
H: -4.22 -7.87 0.94  0.076
H: -8.73 3.23 3.47  0.115
H: 3.74 -3.51 -5.10  0.113
H: 1.47 -0.03 -1.26  0.117
H: -3.59 -2.34 5.90  0.078
H: -2.30 -1.04 10.45  0.115
H: 2.24 1.61 -5.70  0.078
H: 0.97 -3.89 -9.05  0.095
H: 4.56 7.06 -4.99  0.092
H: -7.15 -1.31 -2.34  0.113
H: -6.37 2.51 8.00  0.109
H: 3.77 2.02 10.04  0.078
H: 0.46 0.49 -8.29  0.120
H: -4.00 -4.34 0.22  0.084
H: -2.35 0.02 1.81  0.105

- DFT total energy (Ha) = -5792.4235
- maximum force (eV/A) = 6.2
- multiplicity = 1
- molecular weight (g/mol) = 1804.76